The following is a DFT calculation (ωB97M-V/def2-TZVPD) of C25H22F4N4O4RuSSe as an isolated structure at a distorted geometry.

Structure (XYZ):
```
62
Properties=species:S:1:pos:R:3:lowdin_charge:R:1
O -2.5400 -0.9294 -0.4026 -0.0390
F 0.9476 0.4789 -4.7176 0.0846
H 0.8366 -2.6518 2.5909 0.0748
H -2.7485 -1.8730 -0.3732 0.1166
C 0.6173 -2.5984 0.4606 -0.2651
C 0.3455 -0.3855 -3.8772 -0.1659
H -2.9909 -0.1200 2.4578 0.0720
C 0.9970 -0.7978 -2.7945 -0.1921
C -1.7902 -1.1033 -2.9409 -0.1492
H -6.9944 1.1918 1.3011 0.1001
O -2.7415 -1.9006 4.0382 -0.5535
N 0.2993 -0.6851 1.9886 -0.2635
C -3.4500 -0.2868 -1.3539 -0.2789
N -1.0827 -0.9278 2.3406 -0.4126
H -5.0762 -2.4350 -1.4440 0.1176
C -1.3880 -2.5722 -3.2033 -0.2852
C 1.0060 -1.9651 1.7570 -0.2249
N 1.0689 -1.6942 -0.5659 -0.0789
C -6.5846 0.3954 0.6905 -0.0762
H -0.4932 -2.6754 -5.2847 0.1454
C -4.8460 -0.4070 -0.7780 -0.1324
C -1.9704 0.2392 2.3916 -0.1120
H 1.1023 -0.5140 3.9458 0.0797
C 0.8062 2.6703 1.1858 -0.8764
Ru -0.0750 0.1719 -0.2153 0.9080
C -7.2322 -0.8313 0.6174 -0.1008
C -6.6886 -1.8462 -0.1563 -0.0853
C -2.6272 -2.2820 -5.4011 -0.0392
H -0.4671 -2.7789 0.4402 0.1064
C -5.5029 -1.6345 -0.8484 -0.0361
H -1.8702 0.8224 1.4855 0.0493
N 0.3123 3.1125 2.1359 0.0247
H -2.6169 -2.7755 -6.3665 0.0996
H -5.1760 -0.9191 -3.5063 0.1166
F -2.3553 -3.5118 -2.9204 0.0655
C -0.1759 -2.8791 -2.3442 -0.1212
H 1.9669 0.3791 2.6610 0.0863
H -4.6447 -1.9266 -5.6371 0.0953
C -5.3986 0.6069 0.0001 -0.0072
C 0.9881 0.0875 3.0385 -0.0864
H -1.2896 -0.6869 -2.0976 0.0748
H -1.4862 0.0409 -4.8646 0.1695
H 1.1066 -3.5734 0.3780 0.1241
C -2.9441 1.1985 -1.4823 -0.6013
H -1.7594 0.8891 3.2462 0.0852
Se 1.6221 1.9812 -0.3027 0.5701
C -1.0578 -0.7352 -4.2342 -0.0834
O -3.7037 1.9703 -2.0492 0.0613
C -4.1299 -1.1384 -3.6889 -0.0023
C -3.7973 -1.7856 -4.9726 -0.0641
H -4.8973 1.5637 0.0639 0.1193
F 2.2260 -0.3039 -2.5709 0.0518
H 2.0674 -1.7279 1.7122 0.1275
S -1.3339 -2.0468 3.6082 0.9392
C -3.2326 -0.8712 -2.7424 -0.0964
F -0.3114 -4.0440 -1.6352 0.0239
C -1.2871 -2.2051 -4.7082 -0.1169
H -7.1773 -2.8121 -0.2103 0.0979
O -1.7712 1.4248 -1.0305 -0.1290
H 0.4324 0.9938 3.2527 0.0445
C 0.5906 -1.8837 -1.8315 -0.2515
H -8.1523 -0.9957 1.1654 0.0950
```

The molar mass is 730.6 g mol⁻¹. Its calculated total energy is -4779.6550 Eh. Its multiplicity is 2. The expectation value of S² is 0.76. The charge is -1. The relative energy (zero: lowest compared OMol25 entry of this formula, charge and spin) is 154.3 kcal/mol.